No. 1
Here is a structure of composition C16H45CdN4O5 from the OMol25 dataset. Energies are from the ωB97M-V functional and the def2-TZVPD basis.

Relative energy (zero: lowest compared OMol25 entry of this formula, charge and spin) in eV: 1.416
HOMO level in hartree: -0.4061
Spin multiplicity: 1
Calculated total energy in eV: -38074.5497
Molar mass in g/mol: 486.0
Charge: +1
Gap between HOMO and LUMO in eV: 8.77

Positions of all 71 atoms, in Å:
Cd1 16.574639 12.804808 19.588443
O1 15.371170 11.238570 19.337633
H1 14.726973 10.630673 18.925332
C1 15.015912 13.458388 23.596992
C2 15.071650 13.313605 22.080489
C3 14.654299 14.497157 21.273717
O2 14.882724 14.142958 19.899408
C4 14.413446 15.109670 19.018708
N1 16.444180 12.860384 21.665575
H2 15.464650 12.552062 24.003577
H3 13.995234 13.525007 23.973657
H4 15.625560 14.277979 23.977404
H5 14.425112 12.475823 21.819309
H6 15.269883 15.331926 21.608833
H7 13.640775 14.850245 21.463944
H8 14.384996 14.721861 18.000417
H9 15.025996 16.010922 19.043760
H10 13.412731 15.491715 19.220459
H11 17.088343 13.597636 21.913807
H12 16.643836 12.103151 22.303403
C5 17.222826 10.987547 16.314104
C6 17.268853 12.549438 16.264370
C7 16.582167 13.069405 14.994526
O3 16.985224 14.435524 14.913280
C8 16.844558 14.961205 13.582728
N2 16.559995 13.171891 17.454712
H13 16.172098 10.697848 16.325963
H14 17.578399 10.521345 17.232981
H15 17.778263 10.603116 15.458646
H16 18.301072 12.893197 16.331014
H17 15.509965 12.873720 15.008055
H18 17.004628 12.545873 14.136893
H19 16.899359 16.041227 13.719256
H20 15.851196 14.739236 13.192773
H21 17.649681 14.653831 12.915352
H22 16.764819 14.092695 17.093780
H23 15.581263 13.063050 17.230374
C9 20.156351 15.006969 19.332174
C10 19.070747 13.985010 19.249805
C11 19.441308 12.701980 20.011520
O4 18.378489 11.751547 19.727328
C12 18.711112 10.511018 20.341743
N3 17.809345 14.553205 19.683260
H24 19.909372 15.916621 18.784782
H25 21.058132 14.677683 18.815967
H26 20.494242 15.300045 20.326173
H27 19.075316 13.659128 18.209663
H28 19.491070 12.809160 21.095097
H29 20.394103 12.330320 19.634507
H30 17.994910 9.704918 20.182559
H31 18.734015 10.563884 21.430220
H32 19.634777 10.080290 19.955225
H33 17.679338 15.334623 19.056695
H34 18.017239 14.996562 20.566622
C13 12.464594 10.085544 17.735177
C14 13.192794 10.868197 16.613343
C15 12.224705 11.511717 15.566914
O5 11.796979 10.551665 14.565721
C16 10.348266 10.532769 14.433532
N4 13.867012 11.966189 17.264614
H35 11.796753 9.310273 17.359639
H36 12.009949 10.752246 18.467907
H37 13.185436 9.525119 18.330506
H38 13.806295 10.100244 16.142220
H39 12.785689 12.232654 14.972215
H40 11.455459 12.002624 16.163048
H41 9.829478 10.205241 15.334467
H42 10.110506 9.838299 13.627764
H43 9.902673 11.519796 14.309696
H44 14.354305 11.547040 18.043690
H45 13.122757 12.520293 17.663561

Cartesian forces, eV/Å:
Cd -1.25 -1.07 -2.00
O -1.85 -3.01 -0.01
H 1.22 -0.08 1.35
C 0.11 -0.05 -0.16
C -0.15 -1.28 0.60
C 0.60 0.16 -0.06
O -2.08 1.34 1.41
C -0.36 1.21 -1.07
N -0.99 0.69 3.06
H -0.19 -0.08 0.20
H 0.07 0.15 -0.01
H -0.13 0.26 -0.07
H -0.04 -0.07 -0.20
H 0.46 0.48 -0.44
H -0.28 -0.51 -0.18
H 0.20 -0.15 0.13
H 0.41 0.09 -0.08
H -0.29 -0.44 0.40
H 0.24 0.21 0.45
H 0.28 -0.40 -0.16
C -0.38 1.02 0.20
C -0.86 -2.22 0.88
C 2.02 -0.14 0.19
O -0.68 -0.15 -0.66
C -0.25 0.74 1.04
N 1.35 0.59 -3.21
H -0.06 -0.15 -0.58
H 0.46 0.46 0.07
H -0.25 -0.23 0.02
H 0.02 0.04 -0.38
H -0.23 0.37 0.16
H -0.01 -0.21 -0.18
H 0.07 0.01 -0.23
H 0.08 -0.20 -0.23
H -0.08 -0.32 0.02
H -0.36 1.21 0.81
H -0.81 -0.50 0.01
C 1.57 0.65 -0.42
C 1.88 -0.76 0.21
C -1.08 0.09 -0.61
O 3.36 -1.41 0.52
C -0.32 -1.35 0.23
N 1.26 1.73 -0.08
H -0.36 0.09 0.10
H 0.10 -0.29 0.05
H -0.35 -0.10 0.26
H -0.79 0.12 -0.10
H 0.17 0.28 0.19
H 0.01 -0.08 0.05
H -0.63 0.63 -0.62
H 0.39 0.51 0.15
H 0.33 0.48 0.05
H -0.56 0.26 -0.16
H -0.08 0.24 0.42
C 0.14 -0.45 -0.36
C -2.13 -0.39 -0.01
C 1.41 -1.54 -0.51
O -1.77 0.69 1.29
C 0.61 -0.21 0.35
N 0.33 0.33 -1.29
H -0.36 0.24 -0.02
H -0.52 0.08 -0.27
H 0.33 -0.08 -0.05
H 0.62 0.60 -0.36
H 0.07 0.44 0.41
H -0.57 -0.04 -0.42
H 0.36 -0.55 0.35
H 0.00 0.31 -0.03
H 0.37 0.26 -0.73
H 0.35 1.16 0.10
H -0.10 0.29 0.25



No. 2
Here is a structure of composition C18H41EuN2OP3Se from the OMol25 dataset. Energies are from the ωB97M-V functional and the def2-TZVPD basis.

Relative energy (zero: lowest compared OMol25 entry of this formula, charge and spin) in eV: 0.000
HOMO level (alpha / beta) in hartree: -0.5782 / -0.5779
Spin multiplicity: 7
Expectation value of S²: 12.016
Calculated total energy in eV: -136871.8548
Molar mass in g/mol: 625.4
Charge: +3
Gap between HOMO and LUMO (alpha / beta) in eV: 6.77 / 4.70

Positions of all 67 atoms, in Å:
Eu1 0.991979 -1.438970 2.314116
P1 2.362875 0.834336 0.841458
P2 -0.167724 2.638115 -0.847512
P3 0.751827 -0.032694 -2.348507
H1 -0.710693 -4.853460 3.391837
C1 0.145832 -4.719493 2.705756
C2 0.196322 -3.603448 1.887511
H2 -0.740579 -2.959429 1.836162
C3 2.782752 1.373068 2.549911
C4 3.303900 2.163545 -0.029640
C5 3.602857 -0.540039 0.678223
C6 -1.905057 3.039239 -1.341229
C7 -0.111120 3.674972 0.681459
C8 0.664856 3.821177 -2.003045
C9 0.759138 -1.839346 -2.627235
C10 2.347045 0.390931 -3.126999
C11 -0.318117 0.445005 -3.754914
H3 0.788920 -5.602465 2.500097
H4 1.009473 -3.516964 1.082527
H5 2.134277 0.919595 3.321420
H6 2.666590 2.463139 2.580007
H7 3.832553 1.132065 2.764679
H8 2.911550 3.156826 0.235357
H9 3.261029 2.050619 -1.121366
H10 4.357585 2.128752 0.283764
H11 3.369872 -1.496297 1.206556
H12 4.548170 -0.137224 1.065569
H13 3.709353 -0.766231 -0.397982
H14 -1.991110 4.129651 -1.473488
H15 -2.608904 2.694652 -0.566231
H16 -2.150537 2.537518 -2.287883
H17 -0.623830 4.629120 0.483335
H18 0.928934 3.885547 0.968462
H19 -0.614202 3.170398 1.519159
H20 0.118504 4.773034 -1.983547
H21 0.655582 3.424260 -3.027006
H22 1.702409 3.991769 -1.694280
H23 0.782585 -2.040022 -3.704625
H24 -0.126811 -2.311618 -2.201389
H25 1.639769 -2.287096 -2.166750
H26 2.407525 -0.090308 -4.109869
H27 3.179168 0.037517 -2.512924
H28 2.446513 1.467837 -3.268819
H29 0.052782 -0.038455 -4.664929
H30 -0.348669 1.525134 -3.933106
H31 -1.328121 0.086556 -3.545870
C12 -3.175198 -2.030470 -0.435491
C13 -2.898995 -2.952605 0.592266
C14 -2.938018 -4.344136 0.349143
C15 -3.278745 -4.855047 -0.913021
C16 -3.509502 -3.931953 -1.943079
C17 -3.429662 -2.537396 -1.729856
Se1 -3.222886 -0.118005 -0.046615
H32 -2.590161 0.197242 -1.346507
H33 -2.645578 -2.601927 1.594361
H34 -2.698441 -5.030464 1.153122
H35 -3.381476 -5.942693 -1.076066
H36 -3.733073 -4.311522 -2.947778
H37 -3.569670 -1.853997 -2.576849
N1 -2.137208 0.926955 4.509990
C18 -0.939479 1.111561 3.912280
N2 -0.526223 2.393644 3.818286
O1 -0.263271 0.144696 3.442234
H38 -2.595017 1.731786 4.928287
H39 -2.492741 -0.000433 4.671058
H40 0.429945 2.569592 3.571573
H41 -1.071653 3.124353 4.314443

Cartesian forces, eV/Å:
Eu 0.62 2.76 0.78
P 0.45 0.15 0.16
P -0.79 1.92 -0.74
P -0.01 0.43 -1.77
H 0.69 0.11 -0.31
C -0.48 1.05 -2.13
C -0.75 -3.36 0.42
H 1.10 -0.77 -0.09
C 0.11 -0.20 0.27
C 0.00 0.00 -0.32
C 0.05 0.10 -0.29
C -0.15 -0.83 0.01
C 0.31 -0.54 0.51
C 0.41 -0.59 -0.06
C -0.15 -0.34 0.68
C 0.43 0.16 0.48
C -0.49 0.21 0.34
H -0.09 0.94 0.66
H -1.34 -0.43 0.77
H 0.30 0.29 -0.13
H -0.05 -0.20 0.23
H -0.25 0.21 0.12
H 0.04 -0.39 -0.06
H 0.01 0.01 0.34
H -0.27 -0.03 -0.06
H 0.27 0.47 -0.29
H -0.06 -0.49 -0.13
H 0.06 -0.11 0.52
H 0.07 -0.42 0.10
H 0.21 0.21 -0.33
H -0.03 0.21 0.24
H 0.17 -0.33 -0.10
H -0.30 -0.01 -0.06
H 0.12 0.18 -0.35
H 0.12 -0.25 0.04
H 0.03 0.20 0.23
H -0.20 0.01 -0.17
H 0.03 0.16 0.17
H -0.08 -0.02 -0.05
H 0.05 -0.04 -0.01
H -0.09 0.00 0.18
H 0.04 0.07 -0.16
H -0.01 -0.02 0.02
H -0.04 0.02 0.18
H 0.00 -0.19 0.13
H -0.07 0.09 -0.20
C 0.17 -0.89 -0.21
C -0.07 -0.34 -0.57
C -0.12 0.47 -0.39
C -0.03 0.56 0.33
C 0.21 0.21 -0.10
C 0.00 -0.27 0.37
Se 0.39 -0.74 -0.47
H -0.14 0.08 0.29
H -0.33 0.03 -0.14
H -0.13 0.04 0.03
H 0.16 0.81 0.06
H 0.04 0.29 0.43
H -0.14 -0.32 0.42
N 0.89 0.41 -0.40
C -0.87 -0.04 0.49
N -0.77 0.13 0.58
O -0.16 0.24 0.11
H -0.09 -0.59 -0.03
H -0.05 0.08 0.01
H 0.06 0.15 0.06
H 0.94 -0.71 -0.62



No. 3
Here is a cluster of 10 separate species, C16H52O10 in total from the OMol25 dataset. Energies are from the ωB97M-V functional and the def2-TZVPD basis.

Relative energy (zero: lowest compared OMol25 entry of this formula, charge and spin) in eV: 6.334
HOMO level in hartree: -0.3336
Spin multiplicity: 1
Calculated total energy in eV: -37904.3509
Molar mass in g/mol: 404.6
Gap between HOMO and LUMO in eV: 9.56

Positions of all 78 atoms, in Å:
C1 1.617000 -5.992000 19.925000
C2 0.737000 -6.595000 18.829000
O1 -0.257000 -7.358000 19.447000
H1 2.664000 -5.795000 19.700000
H2 1.791000 -6.685000 20.738000
H3 1.189000 -5.103000 20.439000
H4 1.439000 -7.263000 18.283000
H5 0.235000 -5.764000 18.300000
H6 -0.735000 -7.552000 18.652000
C3 4.410000 -11.672000 18.232000
C4 3.367000 -12.787000 17.844000
O2 4.047000 -14.068000 17.724000
H7 5.051000 -11.504000 17.370000
H8 5.069000 -11.875000 19.005000
H9 3.884000 -10.736000 18.369000
H10 3.143000 -12.523000 16.797000
H11 2.578000 -12.713000 18.589000
H12 3.580000 -14.476000 17.007000
C5 2.799000 -10.967000 23.190000
C6 2.861000 -10.779000 21.648000
O3 2.142000 -9.636000 21.264000
H13 1.749000 -11.093000 23.466000
H14 3.159000 -10.045000 23.669000
H15 3.273000 -11.942000 23.492000
H16 2.685000 -11.791000 21.139000
H17 3.945000 -10.567000 21.480000
H18 2.720000 -9.091000 20.759000
C7 2.461000 -15.742000 20.178000
C8 3.798000 -15.591000 20.880000
O4 4.089000 -14.170000 21.045000
H19 2.254000 -16.832000 20.009000
H20 2.426000 -15.332000 19.153000
H21 1.693000 -15.398000 20.772000
H22 4.675000 -16.043000 20.355000
H23 3.756000 -16.059000 21.825000
H24 4.302000 -13.874000 20.168000
C9 -0.501000 -12.500000 21.318000
C10 -0.557000 -13.384000 20.108000
O5 -1.408000 -12.607000 19.270000
H25 0.117000 -12.866000 22.100000
H26 -1.475000 -12.623000 21.779000
H27 -0.198000 -11.492000 21.021000
H28 -0.902000 -14.398000 20.294000
H29 0.441000 -13.611000 19.724000
H30 -2.329000 -12.837000 19.409000
C11 2.280000 -6.858000 24.931000
C12 2.669000 -6.416000 23.466000
O6 3.565000 -5.308000 23.605000
H31 1.813000 -7.825000 24.925000
H32 1.466000 -6.138000 25.149000
H33 3.066000 -6.807000 25.700000
H34 1.793000 -6.179000 22.889000
H35 3.028000 -7.285000 22.926000
H36 4.453000 -5.620000 23.824000
C13 -0.722000 -9.216000 23.209000
O7 -0.141000 -8.704000 22.092000
H37 -1.193000 -10.228000 23.031000
H38 -1.386000 -8.564000 23.769000
H39 0.002000 -9.489000 23.928000
H40 0.772000 -8.999000 21.893000
C14 6.717000 -11.142000 21.087000
O8 7.460000 -11.048000 19.872000
H41 6.513000 -10.099000 21.483000
H42 7.416000 -11.582000 21.818000
H43 5.837000 -11.824000 21.273000
H44 7.782000 -11.868000 19.625000
C15 5.093000 -7.433000 21.035000
O9 4.075000 -8.082000 20.293000
H45 5.994000 -7.314000 20.459000
H46 5.378000 -8.056000 21.929000
H47 4.841000 -6.457000 21.445000
H48 4.242000 -7.876000 19.349000
C16 0.921000 -10.141000 18.373000
O10 0.266000 -10.956000 17.454000
H49 0.217000 -9.700000 19.085000
H50 1.459000 -9.291000 17.904000
H51 1.518000 -10.793000 19.012000
H52 -0.477000 -11.329000 17.951000

Cartesian forces, eV/Å:
C 0.04 0.69 1.24
C 1.93 1.05 1.43
O -0.14 0.03 -0.15
H -0.12 0.48 -0.86
H -0.57 -0.67 0.11
H 0.14 -0.41 -0.62
H -0.71 0.61 -0.61
H 0.71 -0.50 -0.57
H -1.38 -0.92 -0.12
C -1.39 -0.47 -2.47
C 2.63 1.43 -0.60
O -0.39 0.94 1.03
H 0.14 -0.06 -0.20
H 0.86 -0.54 1.89
H -0.18 0.17 0.40
H -1.07 0.08 0.75
H -0.48 -0.71 -0.35
H -0.11 -0.75 -0.44
C -0.83 -0.76 -0.80
C 2.34 -1.17 1.26
O -1.07 -1.46 0.40
H -0.08 0.14 0.13
H 0.21 -0.58 0.11
H 0.05 1.25 -0.19
H -0.51 1.59 0.25
H -0.66 -0.21 -0.36
H 0.86 0.98 -0.74
C 1.57 -2.50 -2.05
C 0.67 1.29 -1.67
O -0.21 -1.04 0.87
H 0.18 0.66 0.28
H 0.18 0.25 0.67
H -1.69 1.07 1.26
H -0.87 0.13 0.05
H -0.03 -0.16 1.31
H 0.16 0.31 -0.73
C -0.02 -0.84 0.62
C 0.32 0.35 0.61
O 0.24 -0.58 -1.67
H 1.21 -0.33 0.63
H -0.47 0.98 0.00
H -0.40 -0.08 0.29
H -0.73 -0.01 0.20
H -0.11 0.83 -0.85
H 0.04 -0.13 0.10
C -1.14 1.30 -1.27
C 0.66 -1.01 2.36
O -0.09 -0.08 -1.03
H -0.12 -0.65 0.05
H 0.53 -0.37 0.65
H -0.11 0.07 -0.62
H -0.37 0.85 0.11
H 0.95 -0.07 -0.20
H -0.38 -0.12 0.00
C -0.29 -2.30 0.65
O -0.20 1.48 -1.32
H -0.29 0.98 -0.07
H -0.40 0.38 -0.59
H 1.26 -0.20 1.23
H -0.55 -0.29 0.40
C 1.03 0.06 2.19
O -2.19 2.62 0.57
H 0.00 -1.24 -0.86
H -0.06 0.31 0.20
H 0.38 0.77 -1.44
H 0.89 -2.58 -0.61
C 0.76 -0.61 1.58
O 0.46 0.49 -1.13
H 0.39 -0.04 -0.39
H -0.45 0.33 -0.89
H -0.57 0.16 -0.26
H -0.35 -0.28 0.86
C -0.17 0.33 1.24
O -0.70 -0.16 -0.83
H -0.01 0.22 -0.12
H 0.00 -0.88 0.07
H 0.84 0.42 -0.03
H 0.04 -0.29 -0.32